Record 1
# C19H22BrN3O

A molecular structure, C19H22BrN3O in a non-equilibrium geometry (ωB97M-V with the def2-TZVPD basis set, OMol25).

Atoms and positions in Å:
C (-0.699, 1.019, -5.782)
C (-1.557, 0.780, -4.665)
C (-1.940, 1.790, -3.814)
C (-2.514, 1.651, -2.638)
C (-2.798, 0.349, -2.367)
C (-2.570, -0.619, -2.998)
C (-1.814, -0.333, -4.096)
H (-1.676, -1.485, -4.845)
H (-2.980, -1.783, -2.764)
C (-3.653, 0.190, -0.931)
N (-2.897, -0.177, 0.413)
C (-2.010, -1.475, 0.217)
C (-0.780, -1.395, 1.021)
N (-0.061, -0.328, 1.001)
N (1.184, -0.252, 1.564)
C (1.659, -0.895, 2.549)
C (2.965, -0.624, 3.026)
C (3.433, -1.640, 4.013)
C (4.467, -1.624, 4.562)
C (5.299, -0.326, 4.529)
C (4.908, 0.494, 3.559)
C (3.611, 0.474, 3.119)
O (3.080, 1.369, 2.169)
H (3.764, 2.219, 2.204)
H (5.365, 1.195, 3.380)
H (6.217, -0.256, 4.879)
Br (5.372, -2.804, 5.693)
H (2.694, -2.731, 4.172)
H (1.187, -1.853, 2.803)
C (-0.500, 0.933, 0.262)
H (-0.484, 0.621, -0.795)
C (-1.881, 0.942, 0.616)
H (-2.061, 1.137, 1.768)
H (-2.226, 2.007, 0.183)
H (0.194, 1.726, 0.559)
H (-0.587, -2.417, 1.168)
H (-1.325, -1.475, 2.094)
H (-2.811, -1.938, 0.436)
H (-1.603, -1.445, -0.810)
H (-4.313, 1.028, -0.438)
H (-4.363, -0.510, -0.972)
H (-2.768, 2.635, -1.707)
H (-1.361, 2.836, -3.943)
H (0.540, 1.064, -5.549)
H (-0.866, 1.755, -6.211)
H (-0.842, 0.172, -6.633)

Output
Net charge: 0
E_LUMO: 0.6 eV
2S+1: 1
Max |F|: 0.388 Eh/bohr
Electronic energy: -96600.23024 eV
Kohn-Sham gap: 7.845 eV
HOMO energy: -7.3 eV

=====

Record 2
# C45H49MoN5O2P2S3

A molecular structure, C45H49MoN5O2P2S3 (ωB97M-V with the def2-TZVPD basis set, OMol25).

Atoms and positions in Å:
Mo (-0.949, 0.058, -0.273)
C (-3.354, 0.039, 0.641)
P (-3.046, -1.578, -0.125)
C (-1.412, -2.256, 0.021)
N (-0.791, -2.946, 0.959)
C (0.498, -3.306, 0.598)
C (1.275, -3.989, 1.541)
C (2.569, -4.359, 1.255)
C (3.130, -4.064, 0.006)
C (2.382, -3.412, -0.948)
C (1.060, -3.024, -0.685)
N (0.359, -2.372, -1.690)
C (-0.846, -1.958, -1.280)
P (-2.292, -1.412, -2.175)
C (-2.257, 0.324, -2.740)
C (-2.735, -2.471, -3.624)
C (-1.867, -2.020, -4.810)
C (-2.373, -3.921, -3.285)
C (-4.223, -2.303, -3.936)
C (-4.421, -2.663, 0.442)
C (-4.193, -2.782, 1.964)
C (-5.783, -2.047, 0.128)
C (-4.283, -4.043, -0.199)
H (-3.386, -0.095, 1.721)
H (-4.298, 0.459, 0.295)
H (-2.616, 0.881, 0.479)
H (0.826, -4.200, 2.503)
H (3.157, -4.884, 1.997)
H (4.145, -4.366, -0.215)
H (2.783, -3.201, -1.932)
H (-1.914, 0.360, -3.772)
H (-1.551, 0.986, -2.179)
H (-3.260, 0.748, -2.691)
H (-0.809, -1.953, -4.541)
H (-2.197, -1.075, -5.240)
H (-1.954, -2.776, -5.591)
H (-1.300, -4.035, -3.133)
H (-2.665, -4.549, -4.128)
H (-2.890, -4.294, -2.404)
H (-4.484, -1.264, -4.152)
H (-4.855, -2.658, -3.122)
H (-4.468, -2.889, -4.823)
H (-4.414, -1.854, 2.492)
H (-3.176, -3.100, 2.205)
H (-4.881, -3.540, 2.344)
H (-5.937, -1.095, 0.636)
H (-6.563, -2.726, 0.479)
H (-5.933, -1.903, -0.945)
H (-3.274, -4.448, -0.095)
H (-4.564, -4.025, -1.251)
H (-4.965, -4.729, 0.306)
N (-2.200, 6.605, 3.201)
C (-2.017, 5.286, 3.077)
S (-2.611, 4.179, 4.133)
C (-1.184, 4.864, 1.907)
C (-0.148, 5.642, 1.403)
C (0.619, 5.158, 0.352)
N (0.409, 3.967, -0.205)
C (-0.582, 3.240, 0.290)
C (-1.405, 3.620, 1.324)
H (-2.743, 6.948, 3.978)
H (-1.934, 7.255, 2.481)
H (0.108, 6.596, 1.843)
H (1.444, 5.741, -0.040)
H (-0.689, 2.248, -0.175)
H (-2.174, 2.973, 1.721)
O (5.741, 2.900, 1.302)
S (4.686, 3.764, 0.889)
O (4.220, 4.840, 1.694)
N (3.340, 2.758, 0.546)
C (3.115, 2.794, -0.695)
S (1.738, 1.855, -1.347)
C (3.946, 3.646, -1.570)
C (3.877, 3.874, -2.933)
C (4.804, 4.748, -3.491)
C (5.767, 5.370, -2.704)
C (5.832, 5.144, -1.331)
C (4.906, 4.277, -0.795)
H (3.124, 3.397, -3.548)
H (4.775, 4.950, -4.553)
H (6.476, 6.044, -3.165)
H (6.577, 5.629, -0.716)
C (0.104, -1.854, 6.246)
C (-0.405, -0.803, 5.495)
C (0.193, -0.450, 4.298)
C (1.316, -1.152, 3.851)
C (1.833, -2.199, 4.616)
C (1.223, -2.550, 5.807)
C (1.934, -0.796, 2.615)
C (2.465, -0.504, 1.573)
C (3.062, -0.190, 0.332)
C (2.180, 0.040, -0.808)
C (2.743, 0.279, -2.129)
C (4.168, 0.409, -2.249)
C (4.945, 0.217, -1.154)
C (4.403, -0.103, 0.129)
H (-0.365, -2.125, 7.183)
H (-1.264, -0.249, 5.851)
H (-0.189, 0.373, 3.709)
H (2.713, -2.727, 4.270)
H (1.624, -3.360, 6.401)
H (-0.563, 0.003, 1.348)
H (1.213, -0.472, -0.779)
H (2.150, 0.023, -2.997)
H (4.592, 0.608, -3.222)
H (6.022, 0.280, -1.248)
H (5.077, -0.279, 0.956)

Output
Net charge: +2
E_LUMO (alpha / beta): -6.0 / -6.0 eV
2S+1: 3
Max |F|: 0.010 Eh/bohr
Electronic energy: -111921.32477 eV
Kohn-Sham gap (alpha / beta): 5.254 / 5.897 eV
HOMO energy (alpha / beta): -11.3 / -11.9 eV

=====

Record 3
# C4H9N2S

A gas-phase ion, C4H9N2S (charge +1) in a non-equilibrium geometry (ωB97M-V with the def2-TZVPD basis set, OMol25).

Atoms and positions in Å:
C (-0.187, 0.965, 0.105)
C (1.340, -0.682, -0.985)
C (-0.065, -0.383, -0.475)
C (-0.515, -1.107, 0.840)
N (2.110, 1.443, -0.077)
N (-1.087, 1.890, 0.124)
S (2.497, -0.041, 0.246)
H (1.601, -1.741, -1.163)
H (1.522, -0.123, -1.868)
H (-0.787, -0.775, -1.264)
H (-0.226, -2.106, 0.654)
H (-1.730, -1.166, 0.854)
H (-0.341, -0.843, 1.857)
H (2.374, 2.188, 0.531)
H (-2.105, 1.951, -0.202)
H (-0.859, 2.686, 0.682)

Output
Net charge: +1
E_LUMO (alpha / beta): -5.5 / -5.1 eV
2S+1: 1
Max |F|: 0.086 Eh/bohr
Electronic energy: -18098.16718 eV
Kohn-Sham gap (alpha / beta): 7.096 / 8.206 eV
HOMO energy (alpha / beta): -12.6 / -13.3 eV

=====

> What is the 2S+1 in the third record?

1